1.
The following is a quantum chemistry calculation of a 3-piece molecular cluster, C2H10NO2 overall in a non-equilibrium geometry, from the OMol25 dataset.

Each line ends with the Löwdin charge.
Element x y z (Å)
C  1.13  -0.06  0.84  -0.327
C  1.91  1.04  0.89  -0.142
N  0.04  -0.24  -0.21  0.092
H  1.21  -1.01  1.34  0.048
H  2.95  1.01  1.23  0.013
H  1.75  1.97  0.35  0.007
H  -0.88  -0.32  0.19  0.090
H  0.32  -1.07  -0.76  0.120
H  0.04  0.56  -0.84  0.088
H  -1.96  -2.97  1.13  0.060
H  -0.94  -2.04  1.79  0.029
O  -1.32  -2.25  0.92  -0.105
H  -1.77  1.98  -1.62  0.051
H  -1.45  1.71  -3.07  0.041
O  -1.05  1.70  -2.20  -0.065

Computed properties:
⟨S²⟩: 0.754
2S+1: 2
Energy above the lowest of the compared OMol25 structures with the same formula, charge and spin in kJ/mol: 197.8
Energy in Ha: -287.276639
Net charge: 0

=====

2.
The following is a quantum chemistry calculation of a 3-piece molecular cluster, C2H10NO2 overall in a non-equilibrium geometry, from the OMol25 dataset.

Each line ends with the Löwdin charge.
Element x y z (Å)
C  0.32  -0.41  -1.51  0.029
C  0.87  1.69  -0.27  0.216
N  0.32  0.55  -0.39  -0.023
H  -0.63  -0.92  -1.58  0.111
H  1.13  -1.12  -1.38  0.105
H  0.45  0.22  -2.38  0.118
H  1.33  2.18  -1.12  0.142
H  0.80  2.30  0.63  0.139
H  0.04  0.20  0.52  0.104
H  1.93  -2.13  1.11  0.146
H  0.59  -1.80  1.88  0.131
O  1.08  -1.66  1.04  0.184
H  -2.93  -0.44  0.88  0.158
H  -2.92  0.97  1.57  0.162
O  -2.39  0.37  1.01  0.277

Computed properties:
⟨S²⟩: 0.756
2S+1: 2
Energy above the lowest of the compared OMol25 structures with the same formula, charge and spin in kJ/mol: 175.9
Energy in Ha: -286.580999
Net charge: +2

=====

3.
The following is a quantum chemistry calculation of a 3-piece molecular cluster, C2H10NO3 overall in a non-equilibrium geometry, from the OMol25 dataset.

Each line ends with the Löwdin charge.
Element x y z (Å)
C  -0.33  0.10  -0.94  -0.414
O  -0.23  -0.67  0.20  -0.350
C  1.06  0.23  -1.67  -0.300
N  2.20  -0.10  -0.85  -0.023
H  -1.06  -0.35  -1.63  0.087
H  -0.72  1.14  -0.78  0.087
H  0.99  -0.40  -2.55  0.082
H  1.17  1.25  -2.06  0.084
H  2.20  0.53  -0.07  0.037
H  2.08  -1.02  -0.45  0.055
H  0.36  1.77  1.21  -0.008
H  0.18  0.30  1.41  -0.007
O  0.42  1.14  1.94  -0.159
H  -2.55  -0.58  1.79  0.007
H  -1.82  -0.83  0.55  -0.026
O  -2.76  -0.90  0.90  -0.150

Computed properties:
2S+1: 1
Energy above the lowest of the compared OMol25 structures with the same formula, charge and spin in kJ/mol: 19.0
Energy in Ha: -362.700143
Net charge: -1

=====

4.
The following is a quantum chemistry calculation of a 2-piece molecular cluster, C2H10NOS overall in a non-equilibrium geometry, from the OMol25 dataset.

Each line ends with the Löwdin charge.
Element x y z (Å)
C  -0.13  -0.98  -0.31  -0.199
C  0.75  -0.16  0.54  -0.530
S  2.36  0.22  -0.38  0.735
N  -1.57  -0.97  0.45  0.127
H  0.09  -2.02  -0.28  0.110
H  -0.25  -0.61  -1.32  0.119
H  0.89  -0.63  1.55  0.105
H  0.26  0.81  0.70  0.076
H  2.14  1.27  -1.16  -0.154
H  -2.17  -1.61  -0.16  0.176
H  -2.07  -0.02  0.59  0.090
H  -1.48  -1.46  1.40  0.183
H  -2.94  1.55  -0.82  0.043
H  -3.27  2.03  0.60  0.160
O  -2.70  1.35  0.06  -0.043

Computed properties:
2S+1: 1
Energy above the lowest of the compared OMol25 structures with the same formula, charge and spin in kJ/mol: 79.8
Energy in Ha: -610.107024
Net charge: +1

=====

5.
The following is a quantum chemistry calculation of a 2-piece molecular cluster, C2H10NOS overall in a non-equilibrium geometry, from the OMol25 dataset.

Each line ends with the Löwdin charge.
Element x y z (Å)
C  -0.49  0.75  -0.08  -0.165
C  0.34  2.04  0.33  -0.532
S  2.13  2.14  0.07  0.762
N  0.45  -0.32  -0.67  0.117
H  -1.24  0.26  0.66  0.157
H  -1.08  0.98  -1.09  0.162
H  0.04  2.96  -0.37  0.109
H  0.22  2.43  1.34  0.067
H  2.33  2.39  1.30  -0.168
H  1.21  -0.45  0.00  0.127
H  -0.04  -1.29  -0.68  0.192
H  0.87  -0.09  -1.57  0.154
H  -1.20  -4.40  -0.18  -0.018
H  -1.83  -3.72  0.94  0.058
O  -1.71  -3.67  -0.02  -0.021

Computed properties:
2S+1: 1
Energy above the lowest of the compared OMol25 structures with the same formula, charge and spin in kJ/mol: 151.8
Energy in Ha: -610.079607
Net charge: +1

=====

6.
The following is a quantum chemistry calculation of a 2-piece molecular cluster, C2H10NS overall in a non-equilibrium geometry, from the OMol25 dataset.

Each line ends with the Löwdin charge.
Element x y z (Å)
N  0.49  1.92  -2.17  0.267
H  -0.05  2.86  -2.22  0.198
H  1.10  1.80  -3.03  0.182
H  1.08  2.04  -1.41  0.089
H  -0.05  0.99  -2.06  0.084
C  0.23  0.31  2.07  -0.176
C  -0.56  -0.86  1.43  -0.541
S  -0.24  -0.94  -0.40  0.642
H  1.22  -0.12  2.24  0.073
H  -0.19  0.66  3.01  0.074
H  0.47  1.18  1.49  0.036
H  -0.35  -1.96  1.83  0.120
H  -1.67  -0.71  1.36  0.060
H  0.77  -1.86  -0.65  -0.110

Computed properties:
2S+1: 1
Energy above the lowest of the compared OMol25 structures with the same formula, charge and spin in kJ/mol: 95.7
Energy in Ha: -534.852335
Net charge: +1